C6H9NO3P | ωB97M-V with the def2-TZVPD basis set

Last column: Löwdin charge in e.
Element x y z (Å)
C 0.237 1.965 0.928  -0.075
C -0.380 1.378 -0.337  -0.254
C 0.603 0.435 -0.969  -0.436
O 1.231 0.702 -1.977  -0.032
C 0.791 -1.111 -0.283  -0.425
P 2.138 -1.915 -1.153  0.726
C -0.106 -1.559 0.666  -0.634
O -0.232 -2.675 1.170  -0.039
N -1.046 -0.559 0.952  0.063
C -1.589 0.393 0.037  -0.371
O -2.075 -0.041 -1.221  -0.058
H 0.187 3.160 1.006  0.100
H 1.315 1.681 1.064  0.087
H -0.246 1.687 1.892  0.068
H -0.807 1.902 -1.187  0.135
H 1.974 -3.207 -0.477  -0.115
H 3.397 -1.792 -0.333  -0.138
H -1.715 -1.017 1.563  0.124
H -2.405 0.944 0.446  0.137
H -1.274 -0.373 -1.787  0.137

SMILES	C[C@H]1C(=O)C(P)=C([O-])N[C@@H]1O
orbital gap	7.0	eV
F_max	5.39	eV/Å
total energy	-23288.9782	eV
net charge	-1
relative energy (zero: lowest compared OMol25 entry of this formula, charge and spin)	95.2	kcal/mol
highest occupied orbital energy	-0.123	Ha

=====

H34O17 | ωB97M-V with the def2-TZVPD basis set

Last column: Löwdin charge in e.
Element x y z (Å)
O -1.713 -2.146 0.051  -0.028
H -0.933 -2.539 -0.343  0.022
H -2.484 -2.501 -0.354  0.069
O -1.560 -3.019 2.739  -0.066
H -0.665 -2.951 3.100  0.005
H -1.580 -2.801 1.796  -0.014
O -0.474 -0.291 -2.317  -0.042
H 0.294 -0.630 -1.835  0.019
H -0.491 -0.964 -2.973  0.062
O -3.165 -0.163 -2.084  -0.036
H -2.217 -0.294 -2.097  -0.020
H -3.505 -1.052 -2.113  0.040
O 2.488 -0.557 -2.092  -0.068
H 2.354 0.290 -1.606  -0.015
H 2.745 -0.272 -2.976  0.061
O 2.305 1.733 -0.743  -0.063
H 2.552 2.380 -1.499  0.148
H 3.090 1.643 -0.153  0.113
O 1.834 0.820 2.462  -0.013
H 2.050 0.333 1.701  -0.042
H 2.651 0.904 2.976  0.089
O -0.188 2.160 -0.216  -0.070
H -0.294 3.101 -0.130  0.091
H 0.767 2.152 -0.315  0.009
O 3.462 -1.190 0.962  -0.007
H 4.247 -1.336 0.459  0.041
H 2.844 -0.909 0.315  -0.028
O 0.686 -1.485 3.235  -0.097
H 1.007 -2.178 2.586  0.079
H 1.119 -0.664 2.937  -0.013
O 0.544 -2.805 -1.445  0.003
H 0.390 -2.641 -2.361  0.042
H 1.474 -2.839 -1.449  0.038
O -0.726 2.704 2.259  -0.076
H -0.648 2.315 3.159  0.048
H -0.421 2.042 1.673  -0.053
O 0.318 -0.387 0.355  -0.024
H -0.492 -0.909 0.236  0.010
H 0.059 0.442 -0.014  -0.020
O -1.954 2.590 -2.153  -0.041
H -1.385 2.442 -1.383  -0.028
H -2.792 2.281 -1.876  0.004
O -3.073 0.386 0.826  -0.005
H -2.842 1.318 0.720  0.053
H -3.097 0.041 -0.017  -0.055
O 0.669 1.846 -3.530  -0.060
H 0.322 1.260 -2.853  -0.036
H 0.813 2.655 -2.992  0.040
O -1.476 0.249 3.337  -0.052
H -1.921 -0.019 2.523  0.005
H -0.988 -0.545 3.509  -0.016

orbital gap	8.8	eV
F_max	3.41	eV/Å
total energy	-35359.4568	eV
relative energy (zero: lowest compared OMol25 entry of this formula, charge and spin)	58.9	kcal/mol
highest occupied orbital energy	-0.353	Ha

=====

CH4O3S | ωB97M-V with the def2-TZVPD basis set

Last column: Löwdin charge in e.
Element x y z (Å)
O 2.309 -1.035 -0.167  0.048
C 1.267 -0.250 0.048  -1.012
O 0.122 -0.903 0.190  0.020
S 1.383 1.374 0.026  0.691
H 2.026 -1.960 -0.237  0.132
H -0.680 -0.321 0.141  0.064
O -2.144 0.703 -0.199  -0.049
H -2.620 0.885 0.623  0.070
H -1.665 1.507 -0.425  0.036

SMILES	OC(O)=S.O
orbital gap	9.3	eV
F_max	1.05	eV/Å
total energy	-18079.8473	eV
relative energy (zero: lowest compared OMol25 entry of this formula, charge and spin)	0.0	kcal/mol
highest occupied orbital energy	-0.326	Ha

=====

C10H12IN2O | ωB97M-V with the def2-TZVPD basis set

Last column: Löwdin charge in e.
Element x y z (Å)
C -1.378 -3.148 0.318  -0.045
C -2.574 -2.377 0.443  0.004
C -0.120 -2.559 0.290  -0.006
C -2.436 -0.972 0.308  0.007
C 0.003 -1.108 0.350  -0.167
C -1.143 -0.368 0.317  -0.156
C 1.412 -0.529 0.267  -0.162
C -1.090 1.183 0.407  -0.119
C 2.400 -0.937 1.378  -0.704
C 0.636 2.175 -1.208  -0.046
N 3.611 -0.871 1.048  0.117
N 0.262 1.682 0.119  -0.050
O 2.053 -0.260 -0.847  0.122
I 1.652 -0.932 3.417  0.902
H -1.447 -4.178 0.333  0.087
H -3.492 -2.843 0.438  0.086
H 0.726 -3.273 0.497  0.140
H -3.309 -0.375 0.125  0.114
H -1.931 1.503 -0.307  0.150
H -1.499 1.605 1.331  0.134
H -0.118 1.800 -1.936  0.113
H 0.572 3.189 -1.234  0.052
H 1.684 1.834 -1.566  0.115
H 4.269 -1.061 1.839  0.106
H 3.001 -0.140 -0.637  0.129
H 0.511 2.269 0.810  0.077

orbital gap	7.3	eV
F_max	4.58	eV/Å
total energy	-23683.6667	eV
net charge	+1
relative energy (zero: lowest compared OMol25 entry of this formula, charge and spin)	38.0	kcal/mol
highest occupied orbital energy	-0.470	Ha

=====

C31H56AlIN7O2 | ωB97M-V with the def2-TZVPD basis set

Last column: Löwdin charge in e.
Element x y z (Å)
C 2.910 -3.601 3.249  -0.075
C 2.998 -2.310 2.451  -0.538
N 1.922 -1.941 1.877  0.118
C 4.348 -1.655 2.392  -0.228
Al 4.437 0.300 1.908  -0.002
I 3.416 0.820 -0.468  0.367
C 6.429 0.801 1.691  -0.211
C 6.952 0.059 0.539  -0.435
O 7.317 0.568 -0.523  -0.068
C 3.715 1.535 3.348  -0.249
C 2.342 2.170 3.066  -0.312
C 1.220 1.198 3.483  -0.211
C -0.059 1.405 2.685  -0.188
N 0.140 1.042 1.258  0.066
C -0.825 0.246 0.680  -0.511
C -1.319 -0.960 1.427  -0.013
O -1.267 0.501 -0.441  0.003
H 2.004 -3.601 3.849  0.061
H 2.878 -4.425 2.540  0.054
H 3.789 -3.717 3.877  0.056
H 2.108 -1.082 1.351  -0.043
H 4.799 -1.755 3.385  0.055
H 4.995 -2.257 1.749  -0.010
H 6.935 0.467 2.599  0.062
H 6.564 1.860 1.482  0.061
H 6.968 -1.041 0.641  0.072
H 4.443 2.342 3.451  0.043
H 3.653 0.952 4.269  0.050
H 2.231 2.521 2.042  0.058
H 2.230 3.042 3.723  0.092
H 1.609 0.189 3.346  0.082
H 1.006 1.316 4.546  0.109
H -0.901 0.883 3.129  0.104
H -0.281 2.473 2.717  0.118
H 0.155 1.892 0.711  0.118
H -2.235 -0.693 1.954  0.081
H -1.578 -1.712 0.693  0.083
H -0.599 -1.326 2.153  0.057
C -5.206 3.275 -3.169  -0.117
C -3.800 2.794 -2.835  -0.248
C -3.804 1.644 -1.821  -0.181
C -4.434 2.067 -0.569  -0.251
N -4.955 2.401 0.400  0.133
H -5.707 3.675 -2.284  0.058
H -5.173 4.073 -3.912  0.071
H -5.817 2.466 -3.574  0.048
H -3.216 3.629 -2.443  0.112
H -3.301 2.457 -3.744  0.110
H -2.787 1.315 -1.605  0.081
H -4.359 0.791 -2.217  0.119
C 4.357 -2.075 -3.219  -0.119
C 5.630 -2.800 -2.800  -0.252
C 5.350 -4.131 -2.090  -0.186
C 4.569 -3.908 -0.873  -0.195
N 3.943 -3.729 0.072  0.224
H 3.749 -1.807 -2.355  0.022
H 4.600 -1.151 -3.742  0.073
H 3.754 -2.697 -3.887  0.072
H 6.211 -2.150 -2.142  0.110
H 6.246 -2.997 -3.682  0.103
H 6.287 -4.621 -1.817  0.099
H 4.794 -4.808 -2.742  0.115
C -7.574 -1.154 -1.954  -0.107
C -7.996 0.257 -1.561  -0.255
C -8.969 0.892 -2.563  -0.181
C -8.351 0.989 -3.890  -0.243
N -7.851 1.064 -4.922  0.148
H -7.038 -1.160 -2.904  0.070
H -6.909 -1.576 -1.201  0.074
H -8.440 -1.812 -2.047  0.075
H -7.109 0.886 -1.467  0.089
H -8.474 0.232 -0.581  0.111
H -9.253 1.893 -2.237  0.107
H -9.880 0.298 -2.648  0.119
C -8.989 5.769 -2.400  -0.106
C -9.103 6.367 -1.003  -0.261
C -9.459 5.316 0.054  -0.187
C -10.750 4.691 -0.246  -0.247
N -11.762 4.208 -0.491  0.140
H -9.936 5.344 -2.735  0.070
H -8.703 6.534 -3.122  0.073
H -8.230 4.984 -2.423  0.065
H -9.858 7.155 -1.005  0.110
H -8.156 6.833 -0.728  0.109
H -9.519 5.770 1.043  0.116
H -8.695 4.537 0.090  0.119
C 10.328 -4.412 0.858  -0.109
C 9.549 -5.482 1.614  -0.265
C 8.051 -5.463 1.293  -0.185
C 7.455 -4.176 1.657  -0.192
N 6.991 -3.164 1.938  0.203
H 9.994 -3.410 1.129  0.074
H 11.391 -4.477 1.091  0.069
H 10.211 -4.530 -0.221  0.076
H 9.691 -5.343 2.687  0.110
H 9.948 -6.467 1.363  0.104
H 7.531 -6.250 1.840  0.117
H 7.888 -5.632 0.227  0.110

orbital gap	7.1	eV
F_max	1.65	eV/Å
total energy	-62282.3482	eV
net charge	-1
relative energy (zero: lowest compared OMol25 entry of this formula, charge and spin)	0.0	kcal/mol
highest occupied orbital energy	-0.188	Ha

=====

C16H34OsP2 | ωB97M-V with the def2-TZVPD basis set

Last column: Löwdin charge in e.
Element x y z (Å)
P -2.470 4.172 -1.130  0.499
P -1.115 2.769 -3.250  0.874
C -1.502 5.056 -2.479  -0.449
C -1.967 4.349 -3.711  -0.433
H -0.461 4.866 -2.145  0.059
H -1.693 6.125 -2.498  0.106
H -3.031 4.100 -3.867  0.081
H -1.555 4.906 -4.557  0.088
C 0.438 3.709 -4.337  -0.188
H 1.063 3.046 -4.954  0.027
H 1.041 4.349 -3.688  0.032
H 0.023 4.393 -5.101  0.053
C -1.415 2.035 -4.964  -0.266
H -1.063 2.703 -5.762  0.051
H -2.484 1.892 -5.103  0.044
H -0.905 1.081 -5.123  0.052
C -1.881 5.434 0.016  -0.228
H -2.329 5.357 1.011  0.064
H -2.201 6.372 -0.455  0.061
H -0.782 5.392 -0.098  0.053
C -4.206 4.501 -1.685  -0.194
H -4.597 4.005 -2.597  0.068
H -4.148 5.577 -1.911  0.069
H -4.959 4.362 -0.896  0.057
Os -2.053 2.181 -0.976  1.004
C 3.363 2.417 -3.472  0.044
C 4.681 2.681 -3.580  0.078
C 5.346 3.539 -2.581  -0.102
C 5.148 3.454 -1.021  -0.141
C 3.990 4.299 -0.520  -0.094
C 2.716 3.798 -0.489  -0.095
C 2.522 2.319 -0.807  -0.174
C 2.745 1.774 -2.267  -0.123
C -3.916 1.832 0.154  -0.253
H 2.691 2.538 -4.322  0.104
H 5.097 2.615 -4.631  0.180
H 4.812 4.458 -2.822  0.151
H 6.401 3.671 -2.831  0.135
H 5.009 2.449 -0.610  0.113
H 6.019 3.902 -0.522  0.131
H 4.255 5.369 -0.504  0.126
H 2.029 4.298 0.266  0.125
H 1.420 2.164 -0.647  0.089
H 3.115 1.657 -0.112  0.136
H 3.238 0.793 -2.100  0.156
H 1.714 1.586 -2.606  0.085
H -4.662 1.261 -0.407  0.001
H -4.516 2.641 0.619  0.016
H -3.637 1.145 0.980  0.029
C -2.836 0.572 -1.914  -0.341
H -3.778 0.206 -1.456  -0.001
H -2.129 -0.311 -1.934  0.047
H -3.069 0.968 -2.920  -0.004

orbital gap (spin up / spin down)	6.6 / 5.1	eV
F_max	7.76	eV/Å
total energy	-38161.6957	eV
net charge	+2
relative energy (zero: lowest compared OMol25 entry of this formula, charge and spin)	7.4	kcal/mol
highest occupied orbital energy (spin up / spin down)	-0.502 / -0.547	Ha
2S+1	5

=====

C23H27N3O5S | ωB97M-V with the def2-TZVPD basis set

Last column: Löwdin charge in e.
Element x y z (Å)
C -4.411 -2.639 -1.048  -0.066
C -4.624 -2.449 0.453  -0.265
O -4.615 -1.104 0.875  -0.187
C -5.725 -0.345 0.430  -0.223
C -5.639 1.055 1.034  -0.143
C -4.627 1.936 0.293  -0.219
N -3.317 1.341 0.264  0.018
C -2.798 0.730 -0.818  -0.804
S -3.440 0.951 -2.331  0.693
N -1.736 -0.099 -0.634  -0.105
C -1.345 -0.623 0.659  -0.062
C -0.302 0.191 1.363  -0.256
C -0.238 1.505 1.728  -0.027
C 1.038 1.690 2.316  -0.055
C 1.652 0.479 2.270  -0.122
O 0.851 -0.434 1.695  0.042
C -0.848 -0.414 -1.734  -0.143
C 0.551 0.042 -1.442  -0.112
C 1.593 -0.813 -1.340  0.042
C 2.905 -0.369 -1.001  -0.153
C 3.987 -1.238 -0.838  0.067
C 5.231 -0.762 -0.478  -0.197
C 5.424 0.620 -0.297  -0.193
C 4.356 1.490 -0.433  0.074
C 3.098 1.009 -0.777  -0.191
N 2.027 1.849 -0.911  0.184
C 0.735 1.477 -1.223  -0.423
O -0.138 2.321 -1.289  0.077
O 6.646 1.146 0.015  -0.019
C 7.717 0.245 -0.176  -0.144
C 7.357 -1.126 0.391  -0.151
O 6.252 -1.663 -0.301  -0.029
H -4.200 -3.685 -1.253  0.074
H -5.293 -2.349 -1.611  0.072
H -3.576 -2.033 -1.387  0.050
H -3.804 -2.916 1.007  0.114
H -5.567 -2.928 0.759  0.117
H -6.654 -0.841 0.754  0.125
H -5.731 -0.273 -0.664  0.107
H -5.353 0.960 2.084  0.115
H -6.619 1.528 0.983  0.114
H -4.561 2.913 0.781  0.120
H -4.940 2.079 -0.744  0.061
H -2.930 1.112 1.166  0.119
H -2.244 -0.746 1.273  0.122
H -0.918 -1.619 0.494  0.144
H -0.980 2.260 1.570  0.110
H 1.434 2.601 2.716  0.102
H 2.619 0.149 2.593  0.123
H -1.242 0.109 -2.612  0.064
H -0.859 -1.494 -1.926  0.132
H 1.444 -1.872 -1.501  0.130
H 3.861 -2.298 -0.984  0.132
H 4.524 2.544 -0.274  0.130
H 2.168 2.839 -0.753  0.167
H 8.577 0.676 0.338  0.133
H 7.936 0.148 -1.248  0.140
H 8.175 -1.836 0.265  0.133
H 7.118 -1.025 1.459  0.139

SMILES	CCOCCCNC(=S)N(Cc1ccco1)Cc1cc2cc3c(cc2[nH]c1=O)OCCO3
orbital gap	7.9	eV
F_max	0.93	eV/Å
total energy	-49832.0113	eV
relative energy (zero: lowest compared OMol25 entry of this formula, charge and spin)	75.1	kcal/mol
highest occupied orbital energy	-0.277	Ha

=====

C4H9NO2S | ωB97M-V with the def2-TZVPD basis set

Last column: Löwdin charge in e.
Element x y z (Å)
C 1.176 -0.035 0.814  -0.115
C 0.296 0.430 -1.434  -0.060
C -0.071 0.195 -0.014  -0.256
C -1.208 -1.419 0.171  -0.431
N -2.245 -1.021 -0.779  -0.583
O -2.135 -1.032 -1.990  -0.027
O -3.187 -0.478 -0.220  -0.139
S -1.772 -1.709 1.851  0.899
H 1.981 -0.646 0.309  0.094
H 0.975 -0.497 1.845  0.077
H 1.549 1.050 0.934  0.117
H 1.341 0.240 -1.609  0.082
H -0.318 -0.239 -2.036  0.074
H 0.028 1.387 -1.659  0.064
H -0.785 0.796 0.487  0.105
H -0.672 -2.341 -0.164  0.113
H -3.044 -1.181 1.415  -0.014

orbital gap (spin up / spin down)	6.1 / 5.4	eV
F_max	5.40	eV/Å
total energy	-20705.7143	eV
relative energy (zero: lowest compared OMol25 entry of this formula, charge and spin)	90.7	kcal/mol
highest occupied orbital energy (spin up / spin down)	-0.208 / -0.340	Ha
2S+1	3